# 1
A cluster of 2 separate species, CH4O3S in total. Source: the Open Molecules 2025 dataset; level of theory: wB97M-V/def2-TZVPD.

Output
Maximum force in Eh/bohr: 0.081
HOMO in eV: -8.98
ΔE to the lowest compared entry with this formula, charge and spin in eV: 4.860
Gap between HOMO and LUMO in eV: 6.5

XYZ file:
```
9
CH4O3S | the Open Molecules 2025 dataset | wB97M-V/def2-TZVPD
C -0.17438 -0.87128 -0.70131
O -1.36446 -0.47560 -1.25452
O 1.32599 1.83197 1.06244
O -0.01589 -0.75248 0.58554
S -0.24860 1.62050 1.33446
H 0.61860 -0.53279 -1.30838
H -0.00707 -1.93609 -1.02401
H -1.94497 -0.36320 -0.57783
H 1.81078 1.47898 1.88361
```

---

# 2
A structure of composition C40H102F9O20Y. Source: the Open Molecules 2025 dataset; level of theory: wB97M-V/def2-TZVPD.

Output
2S+1: 2
Maximum force in Eh/bohr: 0.072
⟨S²⟩: 0.77
HOMO (alpha / beta) in eV: -11.43 / -11.43
Charge: +1
Gap between HOMO and LUMO (alpha / beta) in eV: 7.9 / 3.1

XYZ file:
```
172
C40H102F9O20Y | the Open Molecules 2025 dataset | wB97M-V/def2-TZVPD
Y -2.03037 0.75520 -3.89329
C -5.26277 2.45594 -3.50858
O -4.76275 3.08048 -2.30138
O -4.32026 1.45081 -3.86696
C -6.80711 2.12072 -3.50703
F -7.25948 1.67127 -4.70351
F -7.17061 1.18236 -2.63811
F -7.47357 3.20683 -3.23851
C -5.25709 2.68734 -0.95181
C -4.73882 3.55338 0.12215
H -5.29489 3.46668 1.05563
H -3.70741 3.30179 0.36908
H -4.72889 4.59471 -0.19978
H -4.91974 1.67553 -0.72699
H -6.34448 2.69586 -0.87697
H -5.17688 3.23070 -4.27046
C -0.75636 0.89525 -0.38617
O 0.12898 -0.13091 -0.80401
O -1.65049 0.96739 -1.52622
C -1.27192 0.61895 1.02374
F -2.27051 1.41964 1.39041
F -1.68525 -0.66952 1.15108
F -0.32175 0.74587 1.95565
C 1.54932 0.06259 -0.48692
C 2.28437 -1.22980 -0.80479
H 3.34731 -0.98848 -0.81037
H 2.13487 -2.06073 -0.11537
H 2.08018 -1.55773 -1.82404
H 1.63460 0.21725 0.58867
H 2.02291 0.96146 -0.88170
H -0.26970 1.87047 -0.37207
C 1.59436 0.81775 -4.18012
O 1.38375 2.12989 -3.70032
O 0.25389 0.39498 -4.46107
C 2.71011 0.77554 -5.32679
F 2.48386 1.57692 -6.33839
F 3.93821 1.01996 -4.92201
F 2.79850 -0.43030 -5.82198
C 2.55782 2.87957 -3.22175
C 1.95262 4.07180 -2.44695
H 1.40376 3.60267 -1.63039
H 2.73743 4.72046 -2.05783
H 1.27876 4.57156 -3.14283
H 3.18713 3.27043 -4.02131
H 3.19762 2.44415 -2.45418
H 1.96242 0.21998 -3.34627
C -1.94132 4.79732 -2.20708
C -1.80973 4.32904 -3.62094
O -1.26227 2.97215 -3.68316
H -2.67568 5.60245 -2.23158
H -1.02487 5.17394 -1.75280
H -2.28224 4.02548 -1.51705
H -1.27646 5.01742 -4.27658
H -2.82968 4.26088 -3.99929
H -0.32612 3.11977 -3.53006
C 1.00629 1.57477 5.95134
C 1.14342 2.25068 4.59879
O 1.86113 3.47345 4.60947
H 1.99740 1.56235 6.40482
H 0.62752 0.55512 5.88092
H 0.29487 2.10801 6.58193
H 0.15921 2.34625 4.14021
H 1.63689 1.57260 3.90252
H 1.61574 3.95406 3.81549
C -5.53639 0.28054 1.83737
C -6.25923 -0.63682 2.82407
O -7.59932 -0.79036 2.48365
H -5.32660 -0.22074 0.89249
H -4.61084 0.59102 2.32220
H -6.12559 1.17468 1.63377
H -6.21240 -0.28799 3.85569
H -5.69642 -1.56972 2.85644
H -8.07789 0.03617 2.58065
C 5.70815 -1.17265 2.15904
C 5.78274 -2.50867 1.42386
O 4.49408 -3.06247 1.33117
H 5.31453 -1.29921 3.16757
H 5.00995 -0.62858 1.52295
H 6.71389 -0.75386 2.19387
H 6.50493 -3.15594 1.92143
H 6.19896 -2.42586 0.41986
H 4.56739 -3.79818 0.71883
C -4.41807 -1.47279 -1.63136
C -3.86603 -1.91089 -2.95868
O -2.55510 -1.42254 -3.03773
H -4.57368 -0.39646 -1.55783
H -3.75012 -1.72486 -0.80771
H -5.40938 -1.91683 -1.54057
H -4.38653 -1.42791 -3.78567
H -3.90726 -2.99800 -3.02632
H -1.98575 -1.97244 -2.49454
C 2.09472 -4.01998 -5.31498
C 1.84083 -3.43789 -3.96207
O 0.50229 -3.71646 -3.61250
H 2.11492 -5.10900 -5.27358
H 3.05587 -3.68409 -5.70419
H 1.39484 -3.62856 -6.05325
H 1.96334 -2.35546 -3.92423
H 2.46592 -3.92987 -3.21689
H 0.36553 -3.45902 -2.69783
C 4.23850 2.31180 1.70682
C 5.50670 2.59583 0.89914
O 5.09867 3.44137 -0.13392
H 4.37114 1.51365 2.43721
H 3.37691 2.09368 1.07580
H 3.94090 3.21488 2.23971
H 5.96988 1.66732 0.56532
H 6.30697 3.10321 1.43788
H 5.80992 3.53481 -0.77188
C 5.48263 -2.13046 -3.53185
C 6.06119 -2.39988 -2.17769
O 7.43465 -2.41365 -2.34228
H 5.80415 -1.21815 -4.03426
H 4.40004 -2.17904 -3.41461
H 5.73450 -2.93340 -4.22464
H 5.73078 -3.35494 -1.76928
H 5.73837 -1.59961 -1.51178
H 7.83377 -2.46450 -1.47066
C -1.55514 -4.70340 -1.18169
C -1.02090 -3.40796 -0.52345
O -0.65693 -2.50529 -1.55755
H -2.38307 -4.39358 -1.81938
H -2.07101 -5.24483 -0.38871
H -0.83107 -5.26596 -1.77107
H -0.18903 -3.58732 0.15766
H -1.84114 -2.95999 0.03748
H -0.43782 -1.65155 -1.17714
C -0.98166 4.32612 1.70541
C 0.48976 4.49293 1.29953
O 1.24504 4.99787 2.40756
H -1.07585 3.50006 2.41028
H -1.53968 3.94777 0.84893
H -1.48924 5.20208 2.10935
H 0.56635 5.17397 0.45193
H 0.84590 3.54403 0.89845
H 2.08526 5.28371 2.04160
C -3.91712 2.71833 4.75455
C -2.69022 2.16638 5.46010
O -3.01504 2.26464 6.85853
H -3.80738 2.53362 3.68593
H -3.94199 3.78392 4.98260
H -4.79162 2.19706 5.14394
H -1.80480 2.74030 5.18668
H -2.57904 1.10479 5.23928
H -2.54541 1.52429 7.24958
C -2.86898 -1.52619 4.05832
C -2.98226 -2.72200 3.09489
O -3.61000 -3.84752 3.64707
H -3.85860 -1.17583 4.35160
H -2.40459 -0.68275 3.54740
H -2.28125 -1.73771 4.95158
H -2.00810 -3.10165 2.78671
H -3.59920 -2.49132 2.22640
H -3.93078 -4.30330 2.86543
C 2.07215 -1.90666 3.95357
C 1.27987 -2.46188 2.75300
O 1.82671 -3.64506 2.27569
H 1.62523 -1.01715 4.39755
H 3.07371 -1.56207 3.69623
H 2.18410 -2.67408 4.71949
H 1.13154 -1.71930 1.96899
H 0.30509 -2.65408 3.20130
H 2.64576 -3.38639 1.84694
C 2.06091 -5.66230 -0.40000
C 3.41553 -6.03501 0.17315
O 4.40379 -5.21684 -0.42654
H 2.00233 -5.82657 -1.47596
H 1.86502 -4.59458 -0.30154
H 1.28266 -6.31135 0.00146
H 3.62816 -7.10400 0.16135
H 3.43701 -5.82651 1.24281
H 4.54517 -5.57313 -1.30670
```

---

# 3
The molecule C5H6N2O. Source: the Open Molecules 2025 dataset; level of theory: wB97M-V/def2-TZVPD.

Output
Maximum force in Eh/bohr: 0.093
HOMO in eV: -8.99
SMILES: c1cn([C@@H]2CO2)cn1
ΔE to the lowest compared entry with this formula, charge and spin in eV: 1.970
Gap between HOMO and LUMO in eV: 9.8

XYZ file:
```
14
C5H6N2O | the Open Molecules 2025 dataset | wB97M-V/def2-TZVPD
C 0.46499 -1.23650 -2.06235
C -0.34520 -0.60315 -1.15741
C 1.47850 -1.41881 -0.18261
C -0.19706 1.35509 1.10354
C -0.19409 -0.03784 1.21840
N 1.55267 -1.78094 -1.45385
N 0.33129 -0.73070 0.05277
O 0.68104 0.67620 1.99938
H 0.21886 -1.13229 -3.12318
H -1.20161 0.04325 -1.38802
H 2.12831 -1.63417 0.69535
H 0.29151 1.75178 0.16765
H -1.01249 2.07065 1.42596
H -1.02659 -0.65219 1.81650
```

---

# 4
A structure of composition C5H12FO2Pt. Source: the Open Molecules 2025 dataset; level of theory: wB97M-V/def2-TZVPD.

Output
2S+1: 3
Maximum force in Eh/bohr: 0.140
⟨S²⟩: 2.00
HOMO (alpha / beta) in eV: -12.70 / -13.25
Charge: +1
ΔE to the lowest compared entry with this formula, charge and spin in eV: 0.000
Gap between HOMO and LUMO (alpha / beta) in eV: 10.0 / 7.8

XYZ file:
```
21
C5H12FO2Pt | the Open Molecules 2025 dataset | wB97M-V/def2-TZVPD
F 0.29915 1.97544 -0.45976
C 0.02240 -0.79857 2.41544
O 0.32122 0.13328 1.37278
C 0.60016 1.45712 1.82419
C 1.17310 2.21204 0.65866
H -0.09870 -1.80561 1.99413
H 0.86482 -0.78486 3.11443
H -0.90029 -0.48857 2.91941
H 1.34333 1.43392 2.63340
H -0.32856 1.91571 2.19309
H 2.15113 1.83317 0.34531
H 1.19407 3.29156 0.82803
Pt -0.23580 0.07877 -0.37031
C -0.07011 -1.85648 -2.90131
O -1.26287 -1.85081 -2.18115
C -1.56521 -0.58324 -1.59118
H 0.15989 -2.89186 -3.18397
H -0.14447 -1.24512 -3.81919
H 0.77432 -1.46351 -2.29716
H -2.54169 -0.71430 -1.09323
H -1.75587 0.15192 -2.40162
```

---

# 5
A structure of composition C23H50NO5P2SSiZn. Source: the Open Molecules 2025 dataset; level of theory: wB97M-V/def2-TZVPD.

Output
Maximum force in Eh/bohr: 0.044
HOMO in eV: -9.42
Charge: +1
ΔE to the lowest compared entry with this formula, charge and spin in eV: 0.000
Gap between HOMO and LUMO in eV: 5.7

XYZ file:
```
84
C23H50NO5P2SSiZn | the Open Molecules 2025 dataset | wB97M-V/def2-TZVPD
Zn -0.45223 -0.30373 -1.51560
P -1.18906 1.91092 -1.78566
C -1.37654 1.95849 -3.56382
C -0.60976 0.99327 -4.29381
N -0.16600 -0.13688 -3.62453
C 0.58095 -1.07360 -4.24695
C 0.99073 -0.90559 -5.56438
C 0.51441 0.19438 -6.28317
C -0.33023 1.10083 -5.66751
C 0.92921 -2.31691 -3.43486
P -0.32390 -2.54506 -2.10499
H -0.74817 1.98082 -6.17538
H 1.65242 -1.66046 -6.00341
H 0.83019 0.35774 -7.30956
H 0.96313 -3.20724 -4.07121
H 1.90959 -2.19704 -2.95623
H -3.14631 0.66115 -3.70043
H -1.96931 2.69352 -4.09312
H -3.67194 -0.54501 -2.01369
O -3.77440 -0.07641 -3.65169
H -4.63162 0.34082 -3.77702
H -2.34124 -0.87774 -1.06727
O -3.42817 -0.85394 -1.04300
H -3.75243 -1.76701 -0.97709
C -1.68997 -3.26958 -3.06624
H -1.27316 -4.00433 -3.76874
H -2.38297 -3.79592 -2.39371
H -2.23324 -2.50504 -3.64206
C 0.33023 -3.92751 -1.12610
H -0.39941 -4.18263 -0.34212
H 0.50185 -4.80918 -1.76241
H 1.27956 -3.63775 -0.65116
C 0.24308 3.01816 -1.68006
H -0.11056 4.02087 -1.94480
H 0.68671 2.98404 -0.68078
H 0.97454 2.69703 -2.42813
C -2.59354 2.83578 -1.10598
H -2.48970 2.92361 -0.01592
H -2.60068 3.83969 -1.55391
H -3.54937 2.34101 -1.33761
C -2.59564 -0.95059 2.87681
C -1.74108 0.28122 2.62759
C -2.61223 1.45930 2.22366
C -0.96121 0.64201 3.87951
O -0.83387 -0.02944 1.50628
Si 0.81048 0.26489 1.46389
S 1.60727 -0.18953 -0.36176
O 1.03415 1.84469 1.86157
C 2.20633 2.58764 2.27493
C 2.92290 3.12665 1.04519
C 1.72209 3.73373 3.15272
C 3.17949 1.72771 3.07336
O 1.49684 -0.60839 2.68572
C 1.93282 -1.97913 2.83820
C 3.13945 -2.24170 1.94539
C 2.34221 -2.13762 4.29793
C 0.79360 -2.92902 2.50014
H -3.29468 -0.75987 3.69954
H -1.97913 -1.81284 3.15096
H -3.18093 -1.20736 1.98859
H -3.32801 1.68858 3.02436
H -1.99534 2.34875 2.05109
H -3.17856 1.23064 1.31400
H -0.30136 -0.17051 4.20131
H -0.37044 1.55456 3.73533
H -1.66966 0.83521 4.69658
H 2.28367 3.82990 0.50049
H 3.82970 3.66924 1.35429
H 3.21674 2.31210 0.37152
H 1.21219 3.34986 4.04507
H 2.56998 4.34722 3.48634
H 1.03203 4.37989 2.59981
H 2.70105 1.28787 3.95842
H 3.62785 0.93203 2.46118
H 4.00773 2.36300 3.43326
H 3.95742 -1.55395 2.19890
H 3.49266 -3.27140 2.10885
H 2.89401 -2.11614 0.88112
H 1.48819 -1.96423 4.96369
H 2.71300 -3.15486 4.47645
H 3.13839 -1.42925 4.55740
H -0.04959 -2.77070 3.18466
H 0.45159 -2.80592 1.46318
H 1.13522 -3.96781 2.62659
```

---

# 6
A structure of composition C8H24BNO5SSi2. Source: the Open Molecules 2025 dataset; level of theory: wB97M-V/def2-TZVPD.

Output
Maximum force in Eh/bohr: 0.029
HOMO in eV: -8.42
Gap between HOMO and LUMO in eV: 8.8

XYZ file:
```
42
C8H24BNO5SSi2 | the Open Molecules 2025 dataset | wB97M-V/def2-TZVPD
C -3.38834 0.50124 -0.86302
C -2.27314 0.62201 -1.94699
B -1.11077 1.46475 -1.32030
O -1.38239 2.79905 -1.07000
Si 0.74217 0.75364 -0.89360
S 1.37277 -0.39345 -2.61659
N 1.81360 2.01263 -0.56807
C 2.47435 2.67149 -1.43648
C 2.04641 4.04082 -1.86771
C 3.76714 2.19137 -2.02959
O 0.73573 -0.20590 0.47491
Si 0.01229 -1.67615 0.53917
O 0.92594 -2.89263 -0.12240
C -0.19508 -2.08442 2.34250
C -1.45328 -1.41603 2.88541
C -2.61411 -2.39969 3.02551
O -1.12268 -0.83276 4.14541
H -4.31275 0.96589 -1.17863
H -3.09428 1.00955 0.05711
H -3.54397 -0.53080 -0.57265
H -2.70658 1.10997 -2.81691
H -1.97894 -0.38586 -2.22655
H -1.51682 2.99104 -0.14192
H 0.20692 -0.71686 -3.17947
H 2.73276 4.75370 -1.40410
H 2.15865 4.16527 -2.94025
H 1.05050 4.26487 -1.50970
H 4.39059 1.80796 -1.22909
H 3.59856 1.40050 -2.75523
H 4.28815 3.00108 -2.53042
H -1.34464 -1.69769 -0.05490
H 0.51860 -3.22637 -0.92020
H -0.22589 -3.16217 2.46833
H 0.66682 -1.70040 2.88256
H -1.77850 -0.60910 2.21722
H -3.31179 -2.02324 3.76893
H -2.23459 -3.35635 3.36593
H -3.13982 -2.50782 2.08157
H -1.90710 -0.40968 4.49527
O 3.70487 -3.46117 1.54020
H 4.34023 -3.85095 0.93466
H 3.08838 -2.98737 0.97005
```